C10H22F3O8P2S2 | ωB97M-V/def2-TZVPD

Calculated values
HOMO energy   -4.3 eV
Charge   -1
LUMO   2.04 eV
Calculated total energy   -75503.480 eV
Frontier orbital gap   6.319 eV

XYZ file:
```
47
Properties=species:S:1:pos:R:3:lowdin_charge:R:1
C -3.01488 0.72217 -0.79048 -0.13
O -2.16307 1.13382 0.33842 -0.31
C -1.03660 0.16779 0.53656 -0.31
P -0.52779 0.30169 2.37289 0.50
C -2.39520 -0.05418 2.79916 -0.28
O -0.83390 2.02131 2.13477 -0.32
C 0.40544 2.81137 1.84617 -0.32
P 0.58762 3.66392 0.14808 0.44
O -0.13452 2.81510 -1.19001 -0.28
O 2.21739 4.08073 -0.30221 -0.30
S -0.39827 5.38039 0.29431 0.18
C 1.61547 1.88539 2.44904 -0.35
O 1.47493 2.14732 3.92052 -0.06
C 3.18212 2.29791 2.20325 -0.16
F 3.76216 1.82848 0.92206 0.01
F 3.96743 1.61739 3.30026 -0.01
F 3.32598 3.75383 2.45528 0.02
O 1.21630 0.48132 2.10653 -0.29
H -2.66302 -0.26352 -1.32781 0.07
H -4.13140 0.61812 -0.39740 0.09
H -3.04508 1.62072 -1.56793 0.09
H -1.33665 -0.93737 0.29384 0.08
H -0.08248 0.44305 -0.10204 0.09
H -0.27534 -1.12367 2.46378 0.01
H -0.39679 0.33181 3.80888 0.01
H -2.91827 -0.73333 2.00048 0.04
H -2.91052 0.98520 2.97274 0.05
H -2.42645 -0.66825 3.81960 0.04
H 0.30463 3.67673 2.64151 0.15
H 0.59638 2.59669 -1.84311 0.07
H 2.30700 3.83288 -1.28182 0.08
H 1.55825 1.23778 4.33795 0.11
C 1.26378 -4.06242 -2.56653 -0.23
C 0.75554 -3.56623 -3.91934 -0.23
C -0.67871 -3.07919 -3.71987 -0.23
S -0.79380 -2.54768 -2.01814 0.67
O -1.71082 -3.42579 -1.32233 -0.31
O -0.91993 -1.10448 -1.97679 -0.35
C 0.87015 -2.99155 -1.56004 -0.23
H 2.34502 -4.22815 -2.57483 0.12
H 0.77694 -5.01208 -2.31440 0.12
H 1.38320 -2.73465 -4.26205 0.12
H 0.80396 -4.34975 -4.68200 0.11
H -0.91390 -2.23989 -4.37925 0.10
H -1.40036 -3.88644 -3.87235 0.10
H 0.89216 -3.34371 -0.52733 0.12
H 1.49589 -2.10057 -1.66800 0.11
```